The following is a quantum chemistry calculation of the molecule C4H4N2O in a non-equilibrium geometry, from OMol25.

## Properties
* SMILES string: C=C(C#N)NC=O
* total charge: 0
* energy above the lowest of the compared OMol25 structures with the same formula, charge and spin: 1.305 eV
* HOMO: -9.84 eV
* LUMO energy: -0.07 eV
* gap between HOMO and LUMO: 0.3590 Eh

```
11
C4H4N2O ωB97M-V/def2-TZVPD
C -0.619 1.612 -0.032
C -0.589 0.285 -0.062
C -1.874 -0.384 -0.026
N -2.909 -0.870 0.069
N 0.563 -0.436 -0.017
C 1.821 0.067 0.124
O 2.868 -0.550 -0.054
H -1.596 2.068 -0.110
H 0.257 2.306 -0.025
H 0.572 -1.500 -0.191
H 1.810 1.181 0.371
```

Just the natural (NBO) charges please, in e? Sure, here they are: -0.39 0.05 0.25 -0.26 -0.62 0.54 -0.56 0.23 0.22 0.43 0.12